This record from the Open Molecules 2025 dataset describes C21H57N6NiSSbSi3 as an isolated structure. The level of theory is ωB97M-V/def2-TZVPD.

The geometry in XYZ format:
```
90
Properties=species:S:1:pos:R:3
Ni 0.148 -1.936 -0.057
N 2.131 -1.552 -0.452
C 2.448 -2.202 -1.747
C 1.434 -1.758 -2.797
N 0.098 -1.801 -2.213
C -0.317 -0.726 -1.429
C 0.064 -0.721 1.502
N -0.086 -1.432 2.670
H 2.369 -0.561 -0.482
H 2.691 -1.973 0.283
H 2.383 -3.278 -1.590
H 3.459 -1.962 -2.081
H 1.487 -2.400 -3.673
H 1.654 -0.737 -3.120
H -0.615 -2.343 -2.678
H -1.376 -0.500 -1.461
H 0.311 0.160 -1.463
H -0.738 -0.019 1.313
H 1.018 -0.203 1.432
H 0.689 -2.000 2.979
H -0.975 -1.882 2.835
C -4.586 0.322 0.808
N -3.400 -0.493 0.574
C -3.432 -1.760 0.158
S -2.019 -2.763 0.101
N -4.605 -2.271 -0.189
C -4.857 -3.639 -0.634
H -4.265 1.296 1.165
H -5.234 -0.129 1.563
H -5.143 0.474 -0.118
H -2.526 -0.167 0.944
H -5.422 -1.705 -0.016
H -3.968 -4.038 -1.110
H -5.671 -3.624 -1.354
H -5.129 -4.275 0.208
C 4.124 2.850 0.633
Si 2.969 3.554 -0.657
C 3.096 5.408 -0.759
C 3.267 2.743 -2.316
Sb 0.621 2.840 0.055
Si -1.020 3.908 -1.584
C -0.728 3.031 -3.211
C -2.722 3.452 -0.950
C -0.806 5.754 -1.686
Si 0.197 3.537 2.472
C 0.479 5.365 2.676
C -1.583 3.068 2.820
C 1.382 2.503 3.483
H 5.170 3.003 0.355
H 3.967 1.777 0.767
H 3.970 3.336 1.597
H 4.092 5.728 -1.075
H 2.892 5.858 0.213
H 2.375 5.808 -1.473
H 4.250 3.014 -2.711
H 2.525 3.053 -3.051
H 3.232 1.653 -2.233
H -1.105 2.006 -3.156
H 0.331 2.990 -3.467
H -1.247 3.531 -4.032
H -2.778 2.371 -0.806
H -3.500 3.741 -1.662
H -2.940 3.946 -0.003
H 0.130 6.018 -2.182
H -0.793 6.189 -0.686
H -1.620 6.220 -2.248
H -0.156 5.930 1.991
H 1.518 5.620 2.462
H 0.258 5.701 3.693
H -2.256 3.562 2.118
H -1.878 3.366 3.829
H -1.724 1.986 2.744
H 2.356 2.440 2.998
H 0.999 1.488 3.617
H 1.532 2.932 4.476
C -0.426 -6.984 1.072
C 0.870 -6.393 0.491
C 1.015 -6.763 -0.994
C 2.094 -6.851 1.293
C 0.762 -4.926 0.568
N 0.678 -3.782 0.627
H -0.421 -8.060 0.902
H -1.308 -6.563 0.588
H -0.495 -6.804 2.144
H 1.040 -7.848 -1.077
H 1.940 -6.368 -1.414
H 0.171 -6.395 -1.580
H 2.193 -7.930 1.176
H 1.980 -6.631 2.353
H 3.010 -6.384 0.931
```

Summary:
* HOMO energy (spin up / spin down): -11.705 / -11.704 eV
* F_max: 0.7 eV/A
* charge: +2
* HOMO-LUMO gap (spin up / spin down): 5.5571 / 5.5876 eV